1.
Computed, not measured: a molecular structure, C40H43FFeN10O7S, with ωB97M-V/def2-TZVPD.

Geometry (Å):
Fe -0.400 -0.367 -0.436
S -0.853 -1.421 -2.502
C -1.889 -0.233 -3.174
N -2.316 -0.229 -4.387
N -3.114 0.847 -4.787
C -2.682 2.156 -4.861
C -1.404 2.570 -4.461
C -1.042 3.903 -4.553
C -1.923 4.861 -5.041
C -3.185 4.451 -5.454
C -3.563 3.124 -5.368
N -2.403 0.807 -2.298
N -1.912 0.861 -1.168
C -2.553 1.865 -0.351
C -2.616 1.651 1.016
C -3.249 2.595 1.814
C -3.796 3.739 1.249
C -3.717 3.942 -0.123
C -3.101 3.003 -0.935
H -3.730 0.562 -5.529
H -0.686 1.860 -4.075
H -0.045 4.182 -4.234
H -1.627 5.900 -5.113
H -3.891 5.173 -5.849
H -4.557 2.820 -5.676
H -2.174 0.758 1.442
H -3.308 2.431 2.883
H -4.292 4.470 1.879
H -4.149 4.831 -0.571
H -3.031 3.142 -2.006
C 0.752 5.938 5.254
C -0.469 5.210 4.709
N -0.194 4.493 3.472
C 0.098 3.153 3.541
C 0.417 2.357 2.501
C 0.554 0.848 2.784
O 0.927 0.591 3.936
O 0.231 0.030 1.881
C 0.556 2.957 1.198
O 0.812 2.365 0.161
C 0.345 4.419 1.149
C 0.509 5.067 -0.068
C 0.228 6.399 -0.182
F 0.444 6.987 -1.387
C -0.282 7.145 0.888
C -0.380 6.506 2.117
C -0.069 5.148 2.265
N -0.662 8.525 0.764
C -1.750 8.994 1.613
C -1.438 10.441 2.012
N -0.574 11.006 0.920
C -1.132 10.603 -0.412
C -0.852 9.098 -0.571
H 0.514 6.433 6.196
H 1.115 6.689 4.551
H 1.561 5.230 5.433
H -1.305 5.895 4.546
H -0.821 4.473 5.429
H 0.024 2.704 4.525
H 0.850 4.492 -0.925
H -0.688 7.056 2.991
H -1.860 8.397 2.508
H -2.711 8.939 1.084
H -0.873 10.511 2.940
H -2.331 11.059 2.078
H 0.338 10.548 1.009
H -0.454 12.013 1.011
H -0.649 11.192 -1.188
H -2.192 10.847 -0.391
H 0.043 8.962 -1.164
H -1.687 8.634 -1.110
O -1.695 -1.377 0.581
N -1.207 -2.454 1.057
N 0.012 -2.662 0.771
O 0.735 -1.851 0.020
C 0.646 -3.835 1.279
C 2.003 -3.993 1.051
C 2.642 -5.126 1.534
C 1.933 -6.089 2.235
C 0.573 -5.913 2.456
C -0.081 -4.789 1.981
H 2.533 -3.227 0.507
H 3.703 -5.252 1.360
H 2.436 -6.971 2.611
H 0.011 -6.659 3.003
H -1.137 -4.645 2.147
O 1.524 2.062 -2.780
C 2.088 1.126 -2.277
O 1.484 0.163 -1.592
C 3.583 0.868 -2.448
N 4.018 -0.250 -1.597
C 4.572 -1.313 -2.454
C 4.980 -0.611 -3.746
C 3.877 0.434 -3.901
H 4.105 1.793 -2.202
H 2.211 -0.396 -1.218
H 4.673 0.048 -0.890
H 3.795 -2.054 -2.655
H 5.391 -1.820 -1.944
H 5.039 -1.290 -4.596
H 5.953 -0.129 -3.624
H 2.985 -0.021 -4.339
H 4.153 1.281 -4.524

Spin multiplicity: 1
E, Eh: -4385.8562
Energy relative to the best compared isomer or geometry (same formula, charge and spin), kJ/mol: 138.4
Net charge: 0
Kohn-Sham gap (alpha / beta), eV: 3.99 / 4.01

---

2.
Computed, not measured: a molecular structure, C4H5O2Pt in a non-equilibrium geometry, with ωB97M-V/def2-TZVPD.

Geometry (Å):
H -0.014 2.305 -1.740
C -0.002 1.284 -1.263
C 1.149 1.222 -0.653
O 2.045 0.990 0.088
Pt 2.795 1.259 1.522
H -0.380 0.408 -1.794
O 0.036 -2.430 0.443
C -0.749 -1.501 0.510
C -1.682 -0.661 0.792
H 0.975 -2.201 0.255
H -1.680 -0.169 1.770
H -2.492 -0.506 0.071

Spin multiplicity: 3
E, Eh: -423.5085
Energy relative to the best compared isomer or geometry (same formula, charge and spin), kJ/mol: 0.0
Net charge: +3
Kohn-Sham gap (alpha / beta), eV: 9.22 / 6.12

---

3.
Computed, not measured: a molecular structure, C44H55Br2N2O3S2ScSi, with ωB97M-V/def2-TZVPD.

Geometry (Å):
Sc 0.664 0.238 -0.096
Br -2.822 1.117 6.356
C -1.594 0.902 4.941
C -0.448 1.700 4.894
C 0.439 1.584 3.848
C 0.204 0.686 2.797
O 1.049 0.628 1.782
C -0.933 -0.156 2.878
C -1.103 -1.270 1.978
N -0.554 -1.357 0.815
C -0.454 -2.612 0.157
C -1.420 -3.575 0.083
C -1.133 -4.815 -0.531
C 0.108 -5.077 -1.038
C 1.116 -4.082 -1.004
C 2.428 -4.271 -1.496
C 3.324 -3.239 -1.453
C 2.903 -1.993 -0.960
N 1.698 -1.784 -0.471
C 0.812 -2.830 -0.447
C -1.811 -0.040 3.970
H -0.256 2.405 5.692
H 1.332 2.195 3.812
H -1.663 -2.124 2.365
H -2.402 -3.397 0.503
H -1.907 -5.569 -0.577
H 0.333 -6.042 -1.475
H 2.711 -5.235 -1.901
H 4.335 -3.353 -1.817
H 3.571 -1.140 -0.980
H -2.669 -0.699 4.037
O 2.172 1.351 -1.004
S 2.910 2.588 -1.524
C 1.612 3.831 -1.668
C 0.877 4.178 -0.379
C -0.527 4.745 -0.625
C -1.513 3.869 -1.394
S -2.083 2.340 -0.627
O -0.797 1.685 -0.105
C -2.916 2.903 0.826
C -4.298 3.021 0.750
C -4.997 3.438 1.874
C -4.314 3.713 3.049
C -2.931 3.574 3.114
C -2.219 3.169 1.999
C 3.876 3.213 -0.179
C 4.885 4.103 -0.525
C 5.661 4.656 0.482
C 5.437 4.295 1.803
C 4.440 3.382 2.127
C 3.641 2.833 1.135
H 0.963 3.393 -2.431
H 2.102 4.696 -2.122
H 1.454 4.928 0.163
H 0.817 3.304 0.270
H -0.446 5.675 -1.195
H -0.969 5.027 0.332
H -1.136 3.545 -2.366
H -2.441 4.414 -1.591
H -4.822 2.778 -0.167
H -6.073 3.532 1.835
H -4.861 4.023 3.929
H -2.411 3.778 4.040
H -1.148 3.026 2.046
H 5.072 4.352 -1.564
H 6.451 5.351 0.233
H 6.052 4.718 2.586
H 4.287 3.093 3.158
H 2.873 2.112 1.379
C 1.874 -0.575 -6.641
C 1.522 -0.797 -5.158
C 1.967 -2.210 -4.755
C 2.357 0.176 -4.314
Si -0.366 -0.599 -4.909
Br -0.610 -0.286 -2.573
C -1.413 -2.174 -5.195
C -1.094 -2.739 -6.593
C -2.915 -1.857 -5.141
C -1.166 -3.274 -4.148
C -1.105 1.033 -5.586
C -2.428 1.440 -4.917
C -1.354 0.878 -7.098
C -0.133 2.203 -5.375
H 2.937 -0.784 -6.788
H 1.701 0.454 -6.958
H 1.320 -1.234 -7.309
H 3.058 -2.267 -4.814
H 1.568 -2.980 -5.413
H 1.678 -2.448 -3.729
H 3.416 -0.030 -4.500
H 2.177 0.047 -3.246
H 2.185 1.220 -4.568
H -1.244 -2.005 -7.388
H -1.769 -3.575 -6.795
H -0.077 -3.120 -6.669
H -3.233 -1.187 -5.937
H -3.210 -1.428 -4.181
H -3.471 -2.790 -5.266
H -0.137 -3.623 -4.119
H -1.794 -4.133 -4.402
H -1.447 -2.952 -3.144
H -3.209 0.691 -5.008
H -2.790 2.351 -5.404
H -2.298 1.663 -3.856
H -2.135 0.151 -7.316
H -0.456 0.588 -7.645
H -1.686 1.838 -7.504
H 0.143 2.312 -4.320
H -0.621 3.129 -5.691
H 0.779 2.102 -5.960

Spin multiplicity: 1
E, Eh: -9039.3050
Energy relative to the best compared isomer or geometry (same formula, charge and spin), kJ/mol: 9.4
Net charge: +2
Kohn-Sham gap, eV: 7.46

---

- The lowest energy relative to the best compared isomer or geometry (same formula, charge and spin) belongs to which entry?
  C4H5O2Pt

---

- Which of these has the highest energy relative to the best compared isomer or geometry (same formula, charge and spin)?
  C40H43FFeN10O7S

---

- Among the records above, which one has the highest energy relative to the best compared isomer or geometry (same formula, charge and spin)?
  C40H43FFeN10O7S

---

- Look up the energy relative to the best compared isomer or geometry (same formula, charge and spin) of the first one.
  138.4 kJ/mol